*i*
ORCA calculation (wB97M-V/def2-TZVPD) on C2H5N in the gas phase.

ORCA input file:
```
! wB97M-V def2-TZVPD RIJCOSX def2/J DEFGRID3
* xyz 0 1
H 1.308 -0.412 -1.830
N 1.144 -0.164 -0.862
C -0.040 -0.335 -0.515
C -0.321 0.241 0.840
H -0.827 -0.770 -1.028
H -1.275 0.860 0.596
H 0.371 0.993 1.088
H -0.360 -0.413 1.711
*
```

**Gap between HOMO and LUMO**: 0.410 Eh
**HOMO level**: -0.3662 hartree
**SMILES**: [H]/N=C/C

Löwdin atomic charge list, values in e, 2 entries:
1. H 0.0424
2. N 0.0803

---

*ii*
ORCA calculation (wB97M-V/def2-TZVPD) on C2H5N in the gas phase.

ORCA input file:
```
! wB97M-V def2-TZVPD RIJCOSX def2/J DEFGRID3
* xyz 0 1
H 2.260 -0.526 0.230
N 1.238 -0.517 0.381
C 0.460 0.183 -0.325
C -0.946 0.039 0.088
H 0.776 0.809 -1.181
H -0.783 -0.053 1.178
H -1.392 -0.857 -0.190
H -1.614 0.922 -0.181
*
```

**Gap between HOMO and LUMO**: 0.405 Eh
**HOMO level**: -0.3575 hartree
**SMILES**: [H]/N=C/C

Löwdin atomic charge list, values in e, 2 entries:
1. H 0.0553
2. N 0.0552

---

Which structure wins on stability? *ii* wins.